[1]
Below is a 5-piece molecular cluster, C12H16NO15 overall, with properties calculated with the ωB97M-V functional and the def2-TZVPD basis.

Each line ends with the Mulliken charge.
Atoms and positions in Å:
N -0.807 -1.690 0.610  0.940
O -0.996 -1.047 1.701  -0.621
O -0.350 -2.845 0.611  -0.621
O -1.412 -1.258 -0.431  -0.594
C -3.517 -3.569 -0.145  -0.050
C -4.183 -2.279 0.293  -0.237
O -5.595 -2.646 0.373  -0.424
C -5.797 -3.959 0.182  0.614
O -6.863 -4.471 0.318  -0.533
O -4.555 -4.515 -0.161  -0.380
H -2.786 -3.762 0.563  0.300
H -3.185 -3.372 -1.256  0.221
H -4.068 -1.387 -0.351  0.214
H -3.976 -1.893 1.233  0.222
C 0.843 1.514 -4.388  -0.325
C 0.107 1.311 -3.073  -0.223
O 0.769 2.137 -2.156  -0.171
C 1.584 3.038 -2.838  0.623
O 2.164 3.940 -2.278  -0.549
O 1.803 2.599 -4.004  -0.352
H -0.013 1.600 -5.276  0.274
H 1.585 0.666 -4.516  0.263
H -0.015 0.224 -2.483  0.201
H -0.742 1.643 -3.411  0.243
C 0.154 2.250 1.194  0.395
C 1.574 2.899 0.937  -0.216
O 1.902 3.566 2.123  -0.335
C 0.877 3.547 2.997  0.578
O 0.975 4.178 4.146  -0.637
O -0.157 2.884 2.444  -0.373
H 0.516 1.339 1.350  -0.149
H -0.713 2.289 0.395  0.186
H 1.349 3.395 0.055  0.295
H 2.150 2.115 0.550  0.217
C 2.919 -1.223 0.546  -0.435
C 2.452 -1.341 2.028  -0.126
O 3.364 -0.272 2.705  -0.433
C 4.207 0.179 1.766  0.791
O 5.032 1.003 2.079  -0.627
O 4.051 -0.348 0.675  -0.364
H 2.145 -0.976 -0.011  0.253
H 3.129 -2.091 0.096  0.496
H 2.669 -2.207 2.534  0.340
H 1.407 -1.154 2.272  0.106

Output
* charge: -1
* F_max: 8.12 eV Å⁻¹
* highest occupied orbital energy: -0.2335 Eh
* E_tot: -1650.0344 hartree
* E_LUMO: 2.00 eV


[2]
Below is C12H16NS as an isolated structure, with properties calculated with the ωB97M-V functional and the def2-TZVPD basis.

Each line ends with the Mulliken charge.
Atoms and positions in Å:
C 2.450 -2.318 0.621  -0.608
C 3.438 -1.340 0.532  -0.688
C 1.097 -1.953 0.624  -0.394
C 3.047 -0.052 0.142  -0.445
C 0.685 -0.699 0.313  -0.141
C 1.710 0.244 0.055  0.646
C -1.032 0.483 -2.145  -0.768
C -1.345 1.707 -1.392  -0.636
C -1.337 -0.678 -1.299  -0.544
C -0.630 1.540 -0.059  0.639
C -1.160 2.139 1.235  -1.475
C -1.447 -0.788 1.253  -1.533
N -0.763 -0.380 0.016  0.582
S 1.170 1.895 -0.270  -0.070
H 2.695 -3.315 0.916  0.403
H 4.449 -1.667 0.242  0.358
H 0.314 -2.795 0.773  0.183
H 3.877 0.699 -0.024  0.301
H -1.631 0.424 -3.010  0.447
H 0.018 0.595 -2.262  0.397
H -0.805 2.596 -1.762  0.411
H -2.384 1.813 -1.099  0.389
H -2.346 -0.628 -1.213  0.467
H -1.043 -1.618 -1.798  0.292
H -0.401 1.871 1.917  0.526
H -2.085 1.702 1.644  0.317
H -1.233 3.268 1.202  0.335
H -2.430 -0.407 1.291  0.553
H -1.718 -1.809 1.359  0.473
H -1.159 -0.530 2.198  0.582

Output
* charge: +1
* F_max: 5.04 eV Å⁻¹
* highest occupied orbital energy: -0.4444 Eh
* E_tot: -919.4693 hartree
* E_LUMO: -3.33 eV


- What is the formula in the first record?
  C12H16NO15